{
  "formula": "C34H73BFN6O8",
  "method": "ωB97M-V/def2-TZVPD",
  "symbols": ["C", "C", "C", "N", "N", "C", "N", "C", "F", "C", "C", "C", "O", "C", "N", "B", "O", "O", "C", "C", "C", "C", "C", "N", "C", "C", "C", "C", "C", "C", "C", "O", "C", "N", "H", "H", "H", "H", "H", "H", "H", "H", "H", "H", "H", "H", "H", "H", "H", "H", "H", "H", "H", "H", "H", "H", "H", "H", "H", "H", "H", "H", "H", "H", "H", "H", "H", "H", "H", "H", "H", "H", "H", "H", "H", "H", "H", "H", "H", "H", "H", "H", "H", "C", "C", "O", "C", "H", "H", "H", "H", "H", "H", "C", "C", "O", "C", "H", "H", "H", "H", "H", "H", "C", "C", "O", "C", "H", "H", "H", "H", "H", "H", "C", "C", "O", "C", "H", "H", "H", "H", "H", "H"],
  "positions_angstrom": [[-2.544, 4.810, 3.463], [-1.057, 5.087, 3.182], [-0.548, 4.608, 1.828], [-0.204, 3.187, 1.817], [-1.340, 2.365, 1.886], [-1.194, 1.068, 2.115], [-2.325, 0.307, 2.204], [-2.203, -1.049, 2.704], [-2.464, -1.011, 4.068], [-0.886, -1.732, 2.324], [-0.918, -3.025, 3.187], [-0.133, -4.306, 2.812], [1.048, -4.065, 2.058], [-0.975, -5.399, 2.152], [-0.387, -6.710, 2.444], [-1.180, -1.995, 0.755], [-2.076, -2.972, 0.363], [-0.574, -1.202, -0.157], [-1.256, -1.006, -1.418], [-0.652, 0.171, -2.154], [0.361, -0.808, 2.567], [0.894, -0.740, 4.013], [0.102, 0.038, 5.086], [0.881, 1.114, 5.708], [1.609, -1.212, 1.721], [2.329, -0.069, 1.006], [3.605, -0.585, 0.307], [4.877, 0.128, 0.761], [4.886, 1.628, 0.468], [6.262, 2.271, 0.673], [6.472, 3.523, -0.169], [7.005, 3.180, -1.438], [6.246, 3.621, -2.538], [0.023, 0.593, 2.199], [-3.022, 5.639, 3.980], [-2.682, 3.902, 4.053], [-3.099, 4.666, 2.528], [-0.439, 4.652, 3.971], [-0.893, 6.165, 3.223], [-1.276, 4.849, 1.038], [0.377, 5.125, 1.574], [0.342, 2.917, 1.003], [-2.254, 2.781, 1.780], [-3.032, 0.810, 2.732], [-3.018, -1.625, 2.265], [-1.967, -3.336, 3.221], [-0.683, -2.756, 4.216], [0.210, -4.755, 3.747], [0.852, -4.204, 1.119], [-1.058, -5.200, 1.074], [-1.977, -5.385, 2.583], [0.376, -6.914, 1.810], [-1.078, -7.436, 2.298], [-2.989, -2.729, 0.162], [-1.158, -1.916, -2.009], [-2.316, -0.840, -1.232], [-1.059, 1.125, -1.809], [-0.868, 0.077, -3.219], [0.432, 0.194, -2.024], [1.136, -1.749, 4.349], [1.858, -0.224, 3.931], [-0.184, -0.654, 5.882], [-0.826, 0.473, 4.715], [1.840, 0.806, 5.815], [0.869, 1.965, 5.161], [2.336, -1.668, 2.396], [1.369, -1.966, 0.985], [2.635, 0.690, 1.737], [1.661, 0.381, 0.270], [3.511, -0.481, -0.778], [3.715, -1.652, 0.524], [5.038, -0.053, 1.831], [5.729, -0.309, 0.231], [4.169, 2.138, 1.120], [4.580, 1.769, -0.576], [7.040, 1.554, 0.397], [6.392, 2.537, 1.726], [7.162, 4.214, 0.325], [5.514, 4.042, -0.308], [6.789, 3.342, -3.439], [5.256, 3.148, -2.565], [6.112, 4.710, -2.533], [0.640, 1.285, 2.619], [-4.693, -0.811, -4.266], [-4.391, -2.111, -3.574], [-3.864, -2.155, -2.482], [-4.772, -3.366, -4.316], [-4.372, 0.024, -3.646], [-4.179, -0.772, -5.226], [-5.761, -0.740, -4.469], [-4.259, -3.398, -5.278], [-5.843, -3.364, -4.521], [-4.507, -4.241, -3.728], [-7.818, 0.691, -7.206], [-7.414, -0.749, -7.405], [-6.550, -1.265, -6.733], [-8.142, -1.511, -8.483], [-7.227, 1.135, -6.408], [-7.664, 1.253, -8.129], [-8.878, 0.751, -6.954], [-7.999, -1.022, -9.448], [-9.213, -1.525, -8.274], [-7.767, -2.530, -8.533], [-0.330, -1.763, -6.781], [-0.453, -0.269, -6.604], [-0.591, 0.232, -5.511], [-0.395, 0.567, -7.858], [-0.386, -2.255, -5.813], [-1.131, -2.130, -7.425], [0.619, -2.007, -7.260], [-1.199, 0.277, -8.537], [0.552, 0.402, -8.374], [-0.494, 1.619, -7.604], [4.917, 2.308, 6.041], [4.961, 0.808, 5.888], [4.239, 0.228, 5.106], [5.946, 0.067, 6.753], [4.174, 2.728, 5.367], [4.668, 2.572, 7.070], [5.895, 2.735, 5.815], [5.732, 0.255, 7.806], [6.959, 0.419, 6.551], [5.885, -0.999, 6.552]],
  "atomic_forces_ev_per_a": [[0.0, -0.3, -0.3], [-0.2, 0.2, 0.1], [0.1, 0.0, 0.0], [0.2, -0.2, 0.3], [-0.2, 0.3, 0.0], [-0.2, 0.0, 0.1], [0.3, 0.1, 0.3], [-0.2, 0.0, -0.3], [0.1, 0.0, 0.1], [0.2, 0.0, 0.0], [-0.2, -0.2, -0.1], [0.0, 0.0, 0.0], [0.0, 0.0, -0.3], [0.2, -0.1, 0.2], [-0.1, 0.0, -0.2], [0.3, -0.2, -0.3], [-0.3, 0.2, 0.6], [-0.4, 0.5, 0.2], [0.3, 0.0, -0.3], [0.0, 0.0, 0.1], [0.4, -0.3, 0.1], [-0.1, 0.3, 0.0], [0.2, -0.1, 0.2], [-0.2, -0.1, 0.1], [0.1, 0.1, -0.1], [0.2, -0.2, 0.0], [0.0, 0.0, 0.2], [0.1, 0.0, -0.1], [0.2, -0.2, 0.0], [-0.1, 0.1, 0.0], [-0.1, 0.0, -0.1], [0.0, -0.1, 0.0], [0.0, 0.1, -0.1], [-0.3, -0.4, 0.7], [0.0, -0.1, 0.1], [0.0, 0.1, 0.1], [0.0, 0.2, 0.0], [0.0, 0.0, -0.1], [0.0, 0.0, 0.0], [0.0, 0.0, 0.0], [0.0, 0.0, 0.0], [-0.2, 0.2, -0.2], [0.1, 0.0, -0.1], [-0.3, -0.1, -0.4], [-0.1, 0.0, 0.2], [0.0, 0.0, 0.1], [0.0, 0.0, -0.1], [0.0, 0.1, 0.0], [0.0, 0.0, 0.3], [-0.2, 0.1, 0.1], [0.0, 0.0, -0.1], [0.1, 0.0, 0.1], [0.0, 0.0, 0.0], [0.3, -0.2, -0.4], [-0.1, 0.0, 0.1], [0.0, -0.1, -0.1], [0.0, 0.0, 0.1], [0.0, 0.1, 0.1], [0.0, -0.1, -0.1], [0.0, 0.0, -0.1], [0.0, -0.1, 0.0], [-0.1, 0.0, -0.1], [0.0, -0.1, 0.0], [0.1, 0.2, 0.0], [0.1, -0.1, -0.1], [-0.1, -0.1, 0.0], [-0.1, 0.0, -0.1], [-0.2, 0.1, -0.1], [0.0, 0.1, 0.1], [0.0, -0.1, 0.0], [0.0, 0.0, -0.1], [0.0, 0.0, 0.0], [0.0, -0.1, 0.1], [-0.1, 0.1, -0.2], [-0.1, 0.1, 0.1], [0.1, 0.1, 0.1], [0.1, -0.2, 0.0], [0.0, 0.0, 0.0], [0.1, 0.1, 0.1], [0.0, 0.0, 0.0], [0.0, 0.0, 0.0], [0.0, 0.0, 0.0], [0.4, 0.1, -0.6], [0.1, 0.1, 0.3], [0.0, -0.1, -0.1], [-0.1, 0.0, 0.1], [0.1, -0.1, 0.1], [0.0, 0.0, 0.0], [-0.1, 0.0, -0.1], [0.0, 0.0, -0.1], [-0.1, 0.0, 0.0], [0.0, 0.0, -0.1], [0.0, 0.0, 0.0], [0.1, 0.0, 0.1], [-0.1, 0.0, -0.1], [0.0, 0.0, 0.0], [0.1, -0.1, 0.0], [0.0, 0.0, 0.0], [-0.1, 0.0, 0.0], [0.0, 0.0, -0.1], [0.0, 0.0, 0.0], [0.0, 0.0, 0.0], [0.0, 0.0, 0.0], [0.0, 0.0, 0.1], [0.0, 0.0, -0.1], [0.0, 0.0, 0.0], [0.0, 0.1, 0.1], [0.0, 0.0, 0.0], [0.0, 0.0, 0.0], [0.0, 0.0, -0.1], [0.0, 0.0, 0.0], [0.0, 0.0, 0.0], [0.0, 0.0, 0.0], [-0.1, 0.0, -0.1], [0.1, 0.0, 0.0], [-0.2, 0.0, 0.0], [0.0, -0.1, -0.1], [0.0, 0.0, 0.0], [0.1, 0.0, 0.0], [0.0, 0.0, 0.1], [0.0, 0.0, 0.0], [0.0, 0.0, 0.0], [0.0, 0.0, 0.0]],
  "fmax_ev_per_a": 0.9,
  "molar_mass_g_mol": 723.80,
  "lumo_energy_ev": -1.85,
  "charge": 1,
  "e_tot_ha": -2394.3124
}